w) Molecular formula: CH8N2S
Method: DFT, ωB97M-V/def2-TZVPD

XYZ file:
```
12
Properties=species:S:1:pos:R:3
N 1.609 -0.631 -0.357
C 1.151 0.604 0.326
N 2.018 1.639 -0.205
H 0.959 -0.742 -1.132
H 1.468 -1.430 0.260
H 1.228 0.474 1.412
H 0.107 0.864 0.123
H 1.689 2.560 -0.048
H 2.876 1.265 -0.498
S -2.220 -0.682 0.160
H -1.773 -1.508 -0.819
H -3.309 -1.516 0.250
```

Calculated values
SMILES: NCN.S
LUMO level (Eh): 0.026
2S+1: 1
Net charge: 0

x) Molecular formula: CH8N2S
Method: DFT, ωB97M-V/def2-TZVPD

XYZ file:
```
12
Properties=species:S:1:pos:R:3
N 1.309 -0.832 0.063
C 1.225 0.547 -0.365
N 0.223 0.994 -1.312
H 1.335 -1.517 -0.702
H 0.539 -1.220 0.604
H 2.276 0.786 -0.618
H 0.931 1.317 0.369
H -0.788 0.805 -1.274
H 0.371 0.482 -2.258
S -2.903 -0.738 1.526
H -1.967 0.016 1.093
H -2.551 -0.640 2.873
```

Calculated values
SMILES: NCN.S
LUMO level (Eh): 0.027
2S+1: 1
Net charge: 0

y) Molecular formula: CH8N2S
Method: DFT, ωB97M-V/def2-TZVPD

XYZ file:
```
12
Properties=species:S:1:pos:R:3
N -0.527 0.345 0.916
C 0.364 -0.852 1.549
N 0.435 -1.764 0.395
H -0.304 1.320 1.042
H -1.459 0.106 1.372
H 0.205 -0.953 2.654
H 1.376 -0.434 1.579
H 1.096 -2.415 0.790
H -0.428 -2.431 0.496
S -0.586 2.831 -3.584
H -0.540 1.775 -2.803
H 0.369 2.471 -4.405
```

Calculated values
SMILES: NCN.S
LUMO level (Eh): 0.034
2S+1: 1
Net charge: 0

In terms of stability, w) leads; the second structure lies 9.6 kcal/mol higher.

w) Molecular formula: CH2BrNO3
Method: DFT, ωB97M-V/def2-TZVPD

XYZ file:
```
8
Properties=species:S:1:pos:R:3
O -0.107 2.524 0.727
N -0.301 1.665 -0.143
O -0.278 1.819 -1.355
C -0.718 0.355 0.437
O 0.340 -0.844 -0.226
Br -2.391 -0.204 -0.149
H -0.379 0.227 1.438
H 0.084 -1.178 -1.147
```

Calculated values
SMILES: O=[N+]([O-])[C@H](O)Br
LUMO level (Eh): -0.038
2S+1: 1
Net charge: 0

x) Molecular formula: CH2BrNO3
Method: DFT, ωB97M-V/def2-TZVPD

XYZ file:
```
8
Properties=species:S:1:pos:R:3
O 1.169 -2.432 -0.983
N 0.364 -1.620 -1.359
O -0.337 -1.633 -2.322
C 0.300 -0.453 -0.466
O -0.814 0.219 -0.446
Br 1.953 0.771 -1.614
H 0.860 -0.755 0.324
H -0.911 1.100 -0.053
```

Calculated values
SMILES: O=[N+]([O-])[C@H](O)Br
LUMO level (Eh): -0.058
2S+1: 1
Net charge: 0

In terms of stability, x) leads; the second structure lies 11.7 kcal/mol higher.

w) Molecular formula: C5H16O2S
Method: DFT, ωB97M-V/def2-TZVPD

XYZ file:
```
24
Properties=species:S:1:pos:R:3
C 0.235 -1.181 1.801
C -0.499 -1.052 0.455
C 0.142 -1.903 -0.693
C 1.382 -1.288 -1.258
S 1.493 0.229 -2.172
C 2.275 1.315 -0.941
H 0.577 -2.212 1.924
H 1.132 -0.560 1.845
H -0.375 -1.012 2.693
H -0.482 -0.011 0.145
H -1.503 -1.454 0.611
H -0.611 -2.012 -1.481
H 0.331 -2.877 -0.250
H 2.206 -1.381 -0.532
H 1.807 -1.999 -1.990
H 1.587 2.048 -0.531
H 3.069 1.832 -1.487
H 2.724 0.869 -0.054
O 0.019 2.034 1.692
H -0.522 1.239 1.679
H -0.192 2.400 0.821
O -4.832 2.005 -0.943
H -5.694 2.370 -0.899
H -4.268 2.600 -0.436
```

Calculated values
SMILES: CCCCSC.O.O
LUMO level (Eh): 0.019
2S+1: 1
Net charge: 0

x) Molecular formula: C5H16O2S
Method: DFT, ωB97M-V/def2-TZVPD

XYZ file:
```
24
Properties=species:S:1:pos:R:3
C 0.734 -0.684 3.469
C 0.992 -0.149 2.071
C -0.034 0.773 1.379
C -1.415 0.203 1.294
S -1.696 -0.970 -0.128
C -1.191 -0.006 -1.545
H -0.262 -1.139 3.585
H 1.460 -1.436 3.737
H 0.678 0.164 4.161
H 1.083 -0.995 1.375
H 2.002 0.268 2.077
H 0.406 0.934 0.388
H -0.101 1.768 1.839
H -1.685 -0.276 2.243
H -2.127 1.022 1.147
H -2.097 0.044 -2.157
H -0.531 -0.552 -2.223
H -0.904 1.023 -1.367
O 2.686 -0.168 -1.905
H 2.623 0.515 -1.246
H 1.742 -0.257 -2.138
O 0.804 1.395 -3.165
H 0.533 1.071 -4.031
H 1.351 2.172 -3.306
```

Calculated values
SMILES: CCCCSC.O.O
LUMO level (Eh): 0.016
2S+1: 1
Net charge: 0

In terms of stability, x) leads; the second structure lies 1.9 kcal/mol higher.

w) Molecular formula: CH7N2O2P
Method: DFT, ωB97M-V/def2-TZVPD

XYZ file:
```
13
Properties=species:S:1:pos:R:3
C -0.583 0.617 -0.764
N 0.665 -1.311 0.671
N -1.638 0.488 0.092
O 2.131 -0.254 -1.036
O 1.391 1.128 1.007
P 1.031 0.112 -0.137
H -0.831 -0.502 -2.212
H -0.633 1.592 -1.337
H 0.235 -1.130 1.634
H 0.177 -2.102 0.123
H -2.510 0.862 -0.219
H 2.121 0.706 1.455
H -1.555 -0.206 0.722
```

Calculated values
LUMO level (Eh): 0.012
2S+1: 1
Net charge: 0

x) Molecular formula: CH7N2O2P
Method: DFT, ωB97M-V/def2-TZVPD

XYZ file:
```
13
Properties=species:S:1:pos:R:3
C -1.446 -0.067 -0.551
N 4.421 -0.141 1.115
N 1.959 0.808 1.170
O 2.349 -0.890 -0.727
O -0.645 0.924 -1.143
P 3.045 -0.186 0.392
H -2.528 0.130 -0.853
H -1.461 -0.131 0.446
H -1.061 -1.100 -0.991
H 0.143 0.543 -1.323
H 5.174 -0.820 0.960
H 1.337 1.332 0.544
H 2.377 1.357 1.926
```

Calculated values
LUMO level (Eh): 0.006
2S+1: 1
Net charge: 0

In terms of stability, x) leads; the second structure lies 19.2 kcal/mol higher.